Here is a 2-piece molecular cluster, C3H9NS overall in a non-equilibrium geometry from the OMol25 dataset. Energies are from the ωB97M-V functional and the def2-TZVPD basis.

```
14
Properties=species:S:1:pos:R:3:lowdin_charge:R:1
C -3.168 -0.973 -1.617 -0.161
N -1.784 -1.005 -1.589 -0.054
H -3.640 -0.501 -2.441 -0.004
H -3.589 -1.624 -0.813 0.029
H -1.311 -1.205 -0.739 0.003
H -1.403 -0.287 -2.164 0.031
C 1.468 1.184 2.337 -0.258
C 1.416 -0.041 1.404 -0.801
S 1.040 0.396 -0.385 0.047
H 0.728 1.946 2.140 0.035
H 2.437 1.664 2.097 0.052
H 1.478 0.982 3.381 0.024
H 0.474 -0.666 1.625 0.021
H 2.381 -0.641 1.456 0.036
```

Values from the calculation:
**Maximum force**: 2.75 eV/Å
**HOMO-LUMO gap (spin up / spin down)**: 6.361 / 6.385 eV
**Net charge**: -1
**<S²>**: 0.75
**Spin multiplicity**: 2
**Highest occupied orbital energy (spin up / spin down)**: -2.33 / -2.41 eV
**E_LUMO (spin up / spin down)**: 0.1480 / 0.1459 Eh

Here is one molecule with the formula C3H9NS in a non-equilibrium geometry from the OMol25 dataset. Energies are from the ωB97M-V functional and the def2-TZVPD basis.

```
14
Properties=species:S:1:pos:R:3:lowdin_charge:R:1
C 1.701 1.042 0.273 -0.429
S 1.111 -0.540 -0.424 0.778
C -0.395 -0.979 0.437 -0.567
C -1.365 0.170 0.611 -0.382
N -2.106 0.653 -0.564 -0.018
H 1.834 1.801 -0.513 0.023
H 1.030 1.569 0.997 0.033
H 2.739 0.924 0.801 0.061
H -0.761 -1.774 -0.220 0.053
H -0.324 -1.480 1.531 0.122
H -2.129 -0.181 1.418 0.136
H -0.847 1.017 1.045 0.065
H -2.728 -0.064 -0.847 0.037
H -1.499 0.865 -1.407 0.088
```

Values from the calculation:
**Maximum force**: 2.68 eV/Å
**HOMO-LUMO gap**: 9.546 eV
**SMILES string**: CSCCN
**Spin multiplicity**: 1
**Highest occupied orbital energy**: -8.60 eV
**E_LUMO**: 0.0348 Eh

Here is a 2-piece molecular cluster, C3H9NS overall in a non-equilibrium geometry from the OMol25 dataset. Energies are from the ωB97M-V functional and the def2-TZVPD basis.

```
14
Properties=species:S:1:pos:R:3:lowdin_charge:R:1
C -0.221 0.578 -2.979 -0.097
N -0.967 1.420 -2.283 0.018
H -0.248 0.555 -4.082 0.064
H 0.292 -0.200 -2.494 0.017
H -1.465 1.924 -3.018 0.020
C 1.419 -1.420 0.423 -0.188
C -0.007 -1.248 1.075 -0.574
S -0.168 0.421 1.933 0.658
H 1.702 -0.336 0.117 0.066
H 1.261 -1.943 -0.579 0.072
H 2.277 -1.679 1.011 0.044
H -0.222 -1.991 1.858 0.045
H -0.755 -1.481 0.291 0.065
H -0.529 1.021 0.841 -0.209
```

Values from the calculation:
**Maximum force**: 3.88 eV/Å
**HOMO-LUMO gap**: 9.834 eV
**SMILES string**: C=N.CCS
**Spin multiplicity**: 1
**Highest occupied orbital energy**: -8.88 eV
**E_LUMO**: 0.0349 Eh

Here is C3H9NS as an isolated structure in a non-equilibrium geometry from the OMol25 dataset. Energies are from the ωB97M-V functional and the def2-TZVPD basis.

```
14
Properties=species:S:1:pos:R:3:lowdin_charge:R:1
C 2.185 0.157 -0.247 -0.142
N 0.965 -0.535 0.167 -0.142
C -0.282 -0.002 -0.421 -0.343
C -1.442 -0.043 0.565 -0.665
S -2.860 0.820 -0.223 0.595
H 2.452 -0.223 -1.236 0.072
H 3.086 0.016 0.357 0.077
H 1.944 1.223 -0.382 0.068
H 0.895 -0.428 1.171 0.084
H -0.111 1.064 -0.661 0.098
H -0.619 -0.647 -1.229 0.102
H -1.672 -1.041 0.926 0.054
H -1.200 0.523 1.472 0.059
H -3.339 -0.885 -0.261 0.084
```

Values from the calculation:
**Maximum force**: 5.43 eV/Å
**HOMO-LUMO gap**: 8.625 eV
**Spin multiplicity**: 1
**Highest occupied orbital energy**: -8.92 eV
**E_LUMO**: -0.0110 Eh

Here is one molecule with the formula C3H9NS in a non-equilibrium geometry from the OMol25 dataset. Energies are from the ωB97M-V functional and the def2-TZVPD basis.

```
14
Properties=species:S:1:pos:R:3:lowdin_charge:R:1
C 0.660 1.278 0.598 -0.077
C 0.321 -0.061 -0.038 -0.550
N 0.903 -1.182 0.730 0.026
C -1.173 -0.246 -0.117 -0.552
S -1.781 -1.149 -1.574 0.687
H 0.259 2.104 0.012 0.077
H 1.711 1.448 0.803 0.071
H 0.152 1.356 1.571 0.086
H 0.743 -0.052 -1.045 0.113
H 1.901 -1.041 0.850 0.067
H 0.797 -2.015 0.159 0.065
H -1.517 -0.831 0.731 0.074
H -1.670 0.721 -0.162 0.064
H -1.305 -0.329 -2.518 -0.151
```

Values from the calculation:
**Maximum force**: 1.22 eV/Å
**HOMO-LUMO gap**: 10.065 eV
**SMILES string**: C[C@@H](N)CS
**Spin multiplicity**: 1
**Highest occupied orbital energy**: -9.08 eV
**E_LUMO**: 0.0360 Eh

Here is one molecule with the formula C3H9NS in a non-equilibrium geometry from the OMol25 dataset. Energies are from the ωB97M-V functional and the def2-TZVPD basis.

```
14
Properties=species:S:1:pos:R:3:lowdin_charge:R:1
N 2.332 -0.044 -0.454 -0.015
C 0.901 0.221 -0.762 -0.302
C -0.061 -0.419 0.241 -0.277
C -1.509 0.063 -0.009 -0.606
S -2.076 1.364 1.086 0.697
H 2.507 -1.020 -0.677 0.057
H 2.391 0.020 0.560 0.056
H 0.737 1.303 -0.729 0.108
H 0.708 -0.108 -1.783 0.110
H -0.034 -1.502 0.140 0.105
H 0.221 -0.094 1.240 0.086
H -2.211 -0.753 0.034 0.055
H -1.639 0.369 -1.052 0.071
H -2.267 0.601 2.166 -0.145
```

Values from the calculation:
**Maximum force**: 1.15 eV/Å
**HOMO-LUMO gap**: 9.976 eV
**SMILES string**: NCCCS
**Spin multiplicity**: 1
**Highest occupied orbital energy**: -9.02 eV
**E_LUMO**: 0.0350 Eh

Here is a 2-piece molecular cluster, C3H9NS overall in a non-equilibrium geometry from the OMol25 dataset. Energies are from the ωB97M-V functional and the def2-TZVPD basis.

```
14
Properties=species:S:1:pos:R:3:lowdin_charge:R:1
C 0.550 1.525 -1.394 -0.158
N 0.350 0.098 -1.562 -0.157
C 1.075 -0.814 -0.706 -0.292
C 0.094 -1.813 0.068 -0.078
S -1.054 0.489 1.800 0.190
H 0.081 1.999 -0.519 0.040
H 1.619 1.690 -1.388 0.072
H 0.272 1.968 -2.346 0.071
H -0.602 -0.066 -1.188 0.075
H 1.491 -0.265 0.194 0.103
H 1.876 -1.327 -1.318 0.120
H 0.555 -2.464 0.749 0.061
H -0.659 -2.277 -0.554 0.082
H -0.530 -1.156 0.706 -0.130
```

Values from the calculation:
**Maximum force**: 2.92 eV/Å
**HOMO-LUMO gap**: 5.791 eV
**Spin multiplicity**: 1
**Highest occupied orbital energy**: -9.15 eV
**E_LUMO**: -0.1233 Eh

Here is one molecule with the formula C3H9NS2 in a non-equilibrium geometry from the OMol25 dataset. Energies are from the ωB97M-V functional and the def2-TZVPD basis.

```
15
Properties=species:S:1:pos:R:3:lowdin_charge:R:1
N 2.011 1.212 -0.992 -0.014
C 1.052 0.549 -0.069 -0.301
C 0.271 -0.511 -0.811 -0.293
C -0.808 -1.139 0.075 -0.584
S -2.263 -0.066 0.106 0.432
S -2.677 -0.198 2.135 0.309
H 2.082 2.201 -0.766 0.058
H 2.957 0.895 -0.813 0.057
H 1.592 0.094 0.758 0.107
H 0.421 1.330 0.353 0.105
H -0.229 -0.072 -1.662 0.093
H 0.974 -1.280 -1.133 0.114
H -1.074 -2.119 -0.306 0.067
H -0.438 -1.290 1.088 0.054
H -3.872 0.393 2.038 -0.203
```

Values from the calculation:
**Maximum force**: 1.12 eV/Å
**HOMO-LUMO gap**: 8.629 eV
**SMILES string**: NCCCSS
**Spin multiplicity**: 1
**Highest occupied orbital energy**: -8.07 eV
**E_LUMO**: 0.0204 Eh

Here is a 2-piece molecular cluster, C3H9NS2 overall in a non-equilibrium geometry from the OMol25 dataset. Energies are from the ωB97M-V functional and the def2-TZVPD basis.

```
15
Properties=species:S:1:pos:R:3:lowdin_charge:R:1
C 0.991 -0.075 1.685 -0.034
C 0.757 0.961 0.871 -0.278
N -0.434 1.273 0.233 -0.098
C -0.370 1.551 -1.196 -0.114
H 0.202 -0.772 1.954 0.049
H 1.929 -0.136 2.214 0.047
H 1.557 1.683 0.725 0.110
H -1.160 0.617 0.487 0.114
H -1.288 2.047 -1.515 0.076
H 0.456 2.239 -1.365 0.081
H -0.276 0.663 -1.829 0.053
S -1.068 -3.406 -0.115 0.227
S 0.396 -2.336 -1.195 0.260
H -2.151 -2.899 -0.728 -0.217
H 0.459 -1.410 -0.227 -0.274
```

Values from the calculation:
**Maximum force**: 1.04 eV/Å
**HOMO-LUMO gap**: 8.742 eV
**SMILES string**: C=CNC.SS
**Spin multiplicity**: 1
**Highest occupied orbital energy**: -8.49 eV
**E_LUMO**: 0.0091 Eh

Here is C3H9NSi as an isolated structure in a non-equilibrium geometry from the OMol25 dataset. Energies are from the ωB97M-V functional and the def2-TZVPD basis.

```
14
Properties=species:S:1:pos:R:3:lowdin_charge:R:1
C 1.620 -1.135 -0.333 -0.086
C 1.702 0.034 0.263 -0.389
C -1.877 -0.569 0.040 -0.281
N -1.240 0.707 0.492 -0.213
Si 0.815 1.517 -0.277 0.794
H 2.321 -1.927 -0.059 0.067
H 0.902 -1.125 -1.139 0.041
H 2.318 0.114 1.242 0.085
H -2.931 -0.381 -0.073 0.039
H -1.675 -0.915 -1.004 0.057
H -1.838 -1.508 0.575 0.046
H -1.267 0.595 1.519 0.002
H 0.923 2.815 0.315 -0.089
H 0.226 1.777 -1.562 -0.074
```

Values from the calculation:
**Maximum force**: 5.66 eV/Å
**HOMO-LUMO gap**: 7.455 eV
**Spin multiplicity**: 1
**Highest occupied orbital energy**: -7.47 eV
**E_LUMO**: -0.0007 Eh

The calculation returns the following energy relative to the best compared isomer or geometry (same formula, charge and spin) values, one per record and in order: 1.067 0.890 1.781 2.423 0.110 0.326 4.660 0.467 1.132 3.310 eV.